# 1
29
Properties=species:S:1:pos:R:3:forces:R:3 method="wB97M-V/def2-TZVPD" gap_ev=10.6 e_above_lowest_kcal_mol=62.66 e_homo_ha=-0.36221 smiles="C=C[Si@@H](Br)C1CCCCC1.C#C" e_tot_ev=-88564.856
C -2.00549 -0.57831 -2.58755 0.0269 0.0806 -0.1974
C -2.40371 -0.53194 -1.32743 0.2733 0.0010 0.7535
Si -1.28910 -0.64752 0.18134 0.3862 -0.0455 -0.5602
Br -1.22768 -2.80194 0.79101 -0.0124 -0.1193 0.0364
C 0.51548 -0.06655 0.00302 -0.4452 -0.2938 0.0330
C 1.14859 0.06018 1.39202 -0.0527 0.2992 0.0836
C 2.59524 0.53535 1.30337 0.0232 -0.2725 0.1339
C 3.41384 -0.43372 0.45911 0.0666 0.3248 -0.1585
C 2.81501 -0.53154 -0.93932 0.0176 -0.2127 0.1219
C 1.36293 -0.99804 -0.86835 0.0407 0.1130 -0.2862
H -2.70196 -0.53263 -3.41275 -0.1079 -0.0051 -0.0805
H -0.96621 -0.66018 -2.85693 0.2492 -0.0131 -0.0701
H -3.46382 -0.45756 -1.12038 -0.1936 0.0136 -0.0185
H -1.92800 -0.00773 1.33177 -0.1305 0.2804 0.1405
H 0.51745 0.92679 -0.46197 -0.1500 0.0493 -0.0288
H 1.12676 -0.91274 1.89044 -0.0519 -0.0423 0.0721
H 0.57096 0.75925 2.00268 -0.0300 -0.0694 0.0686
H 3.01846 0.61333 2.30714 0.0049 0.0787 -0.0005
H 2.62572 1.52842 0.84760 0.0215 0.0772 0.0241
H 4.45200 -0.09893 0.40169 0.0234 -0.0737 0.0294
H 3.40410 -1.42017 0.92833 0.0562 -0.0678 0.0363
H 2.86358 0.44838 -1.42340 0.0277 0.0096 -0.0498
H 3.39039 -1.23341 -1.54572 0.0290 0.0451 -0.0795
H 0.95475 -1.04418 -1.88153 -0.0149 -0.1214 0.0342
H 1.34061 -2.01038 -0.45602 -0.0670 -0.0202 -0.0302
C -5.51408 2.82284 1.07436 0.2276 -0.2397 0.0626
C -4.54760 2.22575 1.44036 -0.2697 0.2580 -0.0736
H -6.37853 3.31930 0.74551 -0.4455 0.3003 -0.1725
H -3.68970 1.72788 1.78162 0.4975 -0.3341 0.1761

=====

# 2
9
Properties=species:S:1:pos:R:3:forces:R:3 method="wB97M-V/def2-TZVPD" gap_ev="7.9 / 7.5" e_above_lowest_kcal_mol=24.58 e_homo_ha="-0.30820 / -0.31089" smiles=CN(N)I e_tot_ev=-12196.515
C -0.39491 -0.91696 0.15296 -2.4416 -1.9832 1.7316
N 0.34394 0.21725 0.58148 -0.4272 1.2611 -0.4982
N -0.23375 1.26661 -0.03334 0.1544 0.5086 -0.0727
I 2.67360 -0.11452 -0.07538 -0.3906 -0.0710 -0.0675
H -1.54665 -0.72865 0.38220 2.3926 -0.4621 -0.5899
H -0.20841 -1.17393 -0.84147 -0.2490 0.2180 -2.1603
H -0.08834 -1.87943 0.60146 -0.0319 0.7981 0.6907
H 0.30667 2.10745 0.12327 -0.4233 0.0843 -0.2304
H -0.85215 1.22218 -0.89119 1.4165 -0.3538 1.1966

=====

# 3
9
Properties=species:S:1:pos:R:3:forces:R:3 method="wB97M-V/def2-TZVPD" total_charge=-1 gap_ev=9.1 e_above_lowest_kcal_mol=0.00 e_homo_ha=-0.17717 e_tot_ev=-10784.056
C -0.22064 -0.02528 0.01450 1.8813 1.6310 0.9887
C 1.33897 -0.15988 -0.02537 -2.8913 0.0164 -2.1444
N -0.83261 0.75363 0.91176 1.1970 0.6597 1.0610
N -1.09125 -0.42967 -0.87421 0.7632 -2.0394 -1.3062
N -2.10687 0.76117 0.57647 0.1360 -0.1318 0.9649
N -2.24824 0.00275 -0.45480 -1.8711 0.2465 -1.4813
F 1.78640 -0.89909 1.03727 0.8741 0.7969 1.3810
H 1.79772 0.82261 -0.36182 0.0344 -0.8801 1.7509
H 1.57651 -0.82624 -0.82380 -0.1236 -0.2992 -1.2146

=====

# 4
12
Properties=species:S:1:pos:R:3:forces:R:3 method="wB97M-V/def2-TZVPD" gap_ev=12.0 e_above_lowest_kcal_mol=51.38 e_homo_ha=-0.43104 smiles=N#C[C@@H](O)[C@@H](O)C#N e_tot_ev=-11286.311
N -1.06127 1.44860 2.19552 1.3831 -1.9019 -1.7150
C -0.57950 0.64067 1.49554 -1.6353 2.2698 2.1706
C -0.14899 -0.40846 0.56001 0.1590 0.8617 0.6744
O -1.21980 -1.26725 0.31489 0.3357 -0.1405 -0.4599
C 0.26866 0.31711 -0.71035 -1.3025 -0.3539 -1.6955
O 1.21237 1.32192 -0.57136 0.2755 0.0807 0.5899
C 0.78648 -0.67353 -1.68606 0.3613 -0.5889 -0.6278
N 1.20960 -1.45245 -2.42861 -0.4989 0.8460 0.8368
H 0.74950 -0.82777 0.96608 0.4484 -0.8880 0.3584
H -1.31701 -1.87394 1.05265 -0.0300 -0.1229 0.0881
H -0.68510 0.73289 -1.09513 0.3621 -0.2589 -0.2494
H 0.78507 2.04222 -0.09316 0.1415 0.1969 0.0295

=====

# 5
91
Properties=species:S:1:pos:R:3:forces:R:3 method="wB97M-V/def2-TZVPD" total_charge=+2 gap_ev="5.5 / 4.2" e_homo_ha="-0.46127 / -0.46127" spin_multiplicity=2 e_tot_ev=-83592.352
C 2.82451 -1.28017 5.35201 -0.2264 0.0178 0.2625
C 3.60794 -1.46186 3.96709 0.1429 1.1004 1.3663
O 3.46537 -2.80336 3.37942 -1.6884 1.3466 -2.2739
C 2.49096 -2.77167 2.31891 -2.8040 0.1498 -1.3746
C 1.01179 -2.56533 2.76103 0.6914 -0.2902 -4.0505
C -0.05898 -2.48558 1.65200 2.7794 -0.1892 0.0282
C 0.32900 -2.60089 0.13050 0.2411 0.4494 1.6440
C 1.80372 -2.84809 -0.35570 0.0306 -0.1459 4.3842
N 2.15311 -3.00143 -1.77565 -0.9771 3.5837 1.2750
C 2.61378 -1.88533 -2.31358 -0.6874 -0.7175 -0.4789
C 3.58275 -0.81974 -1.61941 -0.1168 -0.1224 -0.8685
C 2.20004 -1.58194 -3.85089 1.7132 -1.0048 0.6205
C 2.87155 -2.92927 0.80733 -1.3622 0.1053 1.0918
C 4.44777 -3.17839 0.51728 -0.4531 0.2075 1.2091
C 5.26994 -1.88001 1.04208 0.0648 0.5891 -0.3431
C 6.63103 -1.62249 0.24037 0.9088 -2.0259 -2.2679
N 7.42594 -0.38481 0.44617 -2.3295 -1.2985 0.5165
O 7.02129 -2.47980 -0.59135 -1.4018 3.0728 2.5754
C -0.90768 -2.44743 -0.89339 2.3335 -2.0424 -1.3802
O -0.76812 -3.01901 -2.00744 -1.4933 2.5988 3.3903
C -2.20118 -1.65214 -0.42205 -3.3199 2.0737 1.5854
C -3.17901 -0.90881 -1.37309 -0.3922 -0.5712 2.6303
C -2.94627 -0.83270 -2.94934 -0.1778 1.9455 0.4902
C -2.75977 0.75117 -3.30219 0.1161 0.9361 0.3559
C -1.35204 1.32055 -2.70740 -0.0049 -0.7309 -0.5391
S -1.33135 3.19881 -2.82981 1.7973 0.1417 0.9345
C 0.20972 3.85907 -2.10052 0.0710 -1.1158 0.0885
S 0.66211 5.46234 -2.50818 -0.7219 -0.8632 0.3721
N 1.01267 3.05115 -1.16861 -0.3782 2.0853 -0.8499
C 0.77238 3.47470 0.27609 0.1875 -0.8997 1.4190
C 0.74238 2.12433 1.17909 0.1672 0.8365 0.6102
C 2.48456 3.22738 -1.37641 1.4240 -0.3836 -0.5950
C 3.00347 2.82350 -2.84758 0.5706 0.0279 0.5974
C -4.46002 -0.19143 -0.79996 1.4596 -1.3980 1.6156
C -4.83331 -0.17047 0.71133 3.9897 -1.9480 -1.2649
P -6.36443 0.61312 1.45412 0.2030 0.5934 -2.0111
C -6.16753 2.45953 1.77128 1.0141 0.7518 1.1116
C -4.81994 2.62878 2.69011 -0.3067 -0.9767 -0.2464
C -7.93826 0.18974 0.50703 -0.9534 -1.1124 -0.0775
C -7.82603 -1.14420 -0.40713 -0.9410 0.2943 -0.1824
C -3.81106 -0.88347 1.68086 0.2159 0.1134 -3.2630
C -2.55926 -1.58556 1.11370 -1.4365 1.0426 -1.2875
C -1.57611 -2.28159 2.14858 0.2245 -0.7158 1.0548
O -1.96116 -2.63988 3.28414 1.2239 1.4656 -3.7311
H 3.21632 -0.35400 5.91607 -0.4251 -1.4225 -1.0007
H 2.95465 -2.18611 6.04633 -0.1225 1.3095 -1.1647
H 1.69917 -1.09491 5.20269 1.6950 -0.3837 0.1312
H 4.73082 -1.31042 4.19777 -1.7833 -0.3304 -0.5941
H 3.22352 -0.63514 3.25833 0.8183 -1.4401 0.8299
H 0.73075 -2.44921 3.85470 0.4094 -0.3433 -1.7317
H 4.60556 -1.34784 -1.49764 -1.7472 0.8408 0.0476
H 3.76792 0.03717 -2.35590 -0.3912 -1.2117 1.0571
H 3.18487 -0.39332 -0.63642 0.5792 -0.8007 -1.3163
H 3.08381 -1.97358 -4.48545 -1.3614 0.8693 0.7068
H 1.27740 -2.16439 -4.18246 1.2181 0.9250 0.7864
H 2.11784 -0.45124 -3.97083 0.0164 -1.5450 0.0554
H 4.80687 -4.04907 1.18430 -0.7403 1.1741 -1.3106
H 4.64109 -3.42381 -0.57935 -0.2368 0.4397 1.6107
H 5.53504 -1.93446 2.15438 -0.5104 -0.1151 -1.5772
H 4.56880 -0.97470 0.90121 1.3552 -1.1401 0.3580
H 7.06638 0.03981 1.31830 0.3528 0.0637 -0.7621
H 7.24149 0.25814 -0.34052 0.4139 -0.5150 0.4900
H -3.89239 -1.17789 -3.49263 1.5174 0.2365 0.7373
H -1.99798 -1.33935 -3.32337 -1.5316 0.1809 0.8096
H -3.57324 1.40478 -2.82552 0.8918 -1.1680 -0.6643
H -2.82475 0.94895 -4.43548 0.2854 -0.4573 1.7367
H -0.53809 0.95545 -3.42193 -0.8379 0.4042 1.3883
H -1.18338 1.03928 -1.61634 -0.1576 0.1730 -1.5856
H -0.15670 4.12551 0.40151 1.1326 -1.1303 -0.3297
H 1.65945 4.09527 0.66265 -1.3510 -0.6423 -0.9392
H 0.99033 1.18896 0.57222 -0.7015 1.3327 0.6996
H 1.54722 2.18309 2.00813 -1.3858 0.0090 -1.2788
H -0.27816 2.09526 1.69138 1.4424 -0.4771 -0.7286
H 2.87035 4.28341 -1.14854 -0.8377 -1.3613 -0.2136
H 3.00229 2.53092 -0.61717 -0.9954 0.9895 -1.1454
H 2.20507 2.34257 -3.51395 1.1285 0.5848 1.0138
H 3.45964 3.76173 -3.35640 -0.5964 -1.3884 0.6100
H 3.89215 2.10408 -2.69856 -1.4773 1.1186 -0.5959
H -5.15142 0.31412 -1.56902 1.1881 -0.9050 1.3930
H -7.05712 2.87056 2.37454 1.1099 -0.8226 -1.2581
H -5.97804 3.07334 0.81324 -0.7705 -1.2498 1.2400
H -4.52648 1.58411 3.08111 -0.1577 1.7157 -0.4973
H -5.01040 3.27246 3.60944 0.3116 -0.6595 -1.4979
H -3.99382 3.01230 2.00428 -1.0252 -0.4376 1.2966
H -8.76564 -0.04094 1.28359 1.4436 0.6010 -0.9546
H -8.32073 1.07952 -0.10490 0.8088 -1.0393 0.9279
H -7.33271 -2.02080 0.13421 -0.4656 1.3768 -0.8597
H -7.35861 -0.89850 -1.41983 -0.3576 -0.5328 1.5820
H -8.91175 -1.46927 -0.63682 1.7481 0.5560 0.4195
H -4.04705 -0.86331 2.80464 0.7194 -0.3101 -1.9093
Ag 2.00344 5.10411 -4.47674 -0.0162 -0.0491 -0.1559